{
  "formula": "C5H7NO",
  "method": "ωB97M-V with the def2-TZVPD basis set",
  "charge": 0,
  "smiles": "OCC=C=C1CN1",
  "elements": ["O", "C", "C", "C", "C", "C", "N", "H", "H", "H", "H", "H", "H", "H"],
  "positions_angstrom": [[-1.02551, -1.82663, -2.27872], [0.13199, -1.73260, -1.47566], [-0.18486, -1.11434, -0.19632], [0.17415, 0.10181, 0.05124], [0.07114, 1.07334, 0.87904], [0.70807, 1.95392, 1.78716], [-0.59948, 2.25587, 1.10521], [-1.67260, -2.29772, -1.74633], [0.61658, -2.67219, -1.19859], [0.80936, -1.08665, -2.02191], [-0.76696, -1.63057, 0.55561], [1.61414, 2.39916, 1.40880], [0.63371, 1.71878, 2.83939], [-0.50974, 2.85782, 0.29109]]
}


{
  "formula": "C5H7NO",
  "method": "ωB97M-V with the def2-TZVPD basis set",
  "charge": 0,
  "elements": ["N", "C", "O", "C", "C", "C", "C", "H", "H", "H", "H", "H", "H", "H"],
  "positions_angstrom": [[-1.20247, 1.36939, 1.51196], [-0.68147, 1.88194, 0.53982], [-0.13207, 2.26666, -0.44700], [0.03301, 0.00899, -1.27921], [1.21975, -0.36218, -0.41029], [0.16316, -1.17605, 0.38086], [-0.86286, -0.69934, -0.55728], [-0.41790, 0.27113, 1.85398], [-0.00627, 0.52428, -2.23568], [1.65556, 0.44109, 0.18977], [2.01417, -0.91629, -0.92346], [0.12796, -0.61767, 1.75189], [0.25503, -2.19877, 0.73065], [-1.92510, -0.90023, -0.64037]]
}


{
  "formula": "C5H7NO",
  "method": "ωB97M-V with the def2-TZVPD basis set",
  "charge": 0,
  "smiles": "O=C[C@H]1[C@H]2CCN21",
  "elements": ["O", "C", "C", "C", "C", "C", "N", "H", "H", "H", "H", "H", "H", "H"],
  "positions_angstrom": [[2.37413, 1.62799, 0.32014], [1.17662, 1.59887, 0.49586], [0.34836, 0.87872, -0.50039], [0.00356, -0.45888, -0.99673], [-0.18361, -1.51240, 0.05452], [-1.18475, -0.51851, 0.68309], [-1.06307, 0.46757, -0.48362], [0.66775, 2.34401, 1.14696], [0.84905, 1.41428, -1.31633], [0.07035, -0.61108, -2.07162], [0.72074, -1.77769, 0.60621], [-0.65478, -2.41724, -0.33749], [-0.92185, -0.11631, 1.66742], [-2.20251, -0.91931, 0.73197]]
}


ΔE to the lowest compared entry with this formula, charge and spin, respectively: 4.376 4.912 3.616 eV.
HOMO-LUMO gap, respectively: 0.354 0.342 0.372 Eh.